Entry 1:
A molecular structure, C42H47InN3Si3Te. Source: the Open Molecules 2025 dataset; level of theory: wB97M-V/def2-TZVPD.

CARTESIAN COORDINATES (ANGSTROEM)
1 In 0.0043 -1.1163 -0.6819
2 N 7.7349 -1.6755 6.3985
3 C 6.9975 -1.7598 5.5188
4 C 6.0329 -1.8178 4.4396
5 C 5.0053 -2.7560 4.4589
6 C 4.0378 -2.7353 3.4729
7 C 4.0078 -1.7552 2.4787
8 C 5.0759 -0.8518 2.4716
9 C 6.0742 -0.8776 3.4267
10 C 2.8378 -1.6452 1.5474
11 C 3.0616 -1.7016 0.1500
12 C 4.3189 -1.9047 -0.4233
13 C 4.1897 -1.8243 -1.7919
14 C 2.8193 -1.6268 -2.0273
15 N 2.1144 -1.5593 -0.8765
16 C 1.6003 -1.4368 2.1412
17 C 1.3316 -1.3703 3.5188
18 C -0.0294 -1.2470 3.6758
19 C -0.5572 -1.1821 2.3832
20 N 0.3966 -1.2727 1.4447
21 H 4.9772 -3.5115 5.2300
22 H 3.2749 -3.5010 3.4800
23 H 5.1491 -0.0922 1.7099
24 H 6.8663 -0.1377 3.3969
25 H 5.2164 -2.0685 0.1473
26 H 4.9797 -1.9031 -2.5238
27 H 2.3123 -1.5153 -2.9633
28 H 2.0633 -1.3950 4.3093
29 H -0.5587 -1.1931 4.6159
30 H -1.5912 -1.0361 2.1058
31 C -3.6288 -6.1974 0.0244
32 C -2.7847 -5.5021 0.8853
33 C -2.4693 -4.1733 0.6175
34 C -2.9610 -3.5204 -0.5270
35 C -3.8410 -4.2338 -1.3553
36 C -4.1817 -5.5514 -1.0738
37 Si -2.5797 -1.7411 -0.9403
38 C -3.2355 -1.3023 -2.6165
39 C -2.5776 -1.8017 -3.7531
40 C -3.0109 -1.5081 -5.0256
41 C -4.1072 -0.6700 -5.1784
42 C -4.7997 -0.1891 -4.0795
43 C -4.3709 -0.4983 -2.7943
44 C -3.2250 -0.5601 0.3715
45 C -4.0717 -0.9100 1.4420
46 C -4.3792 -0.0005 2.4479
47 C -3.8379 1.2688 2.4452
48 C -2.9982 1.6490 1.3989
49 C -2.7124 0.7519 0.3888
50 H -3.8547 -7.2342 0.2319
51 H -2.3671 -5.9960 1.7647
52 H -1.8241 -3.6411 1.3045
53 H -4.2384 -3.7749 -2.2585
54 H -4.8563 -6.0970 -1.7118
55 H -1.6906 -2.4155 -3.6157
56 H -2.4832 -1.8611 -5.8968
57 H -4.4492 -0.4001 -6.1707
58 H -5.6479 0.4704 -4.1975
59 H -4.8998 -0.0838 -1.9394
60 H -4.4820 -1.9109 1.5136
61 H -5.0588 -0.2868 3.2386
62 H -4.0417 1.9705 3.2355
63 H -2.6081 2.6594 1.3907
64 H -2.0556 1.0909 -0.4234
65 C 1.7317 4.5596 2.6494
66 Si 2.2810 3.3141 1.3757
67 C 3.4440 4.1239 0.1681
68 C 3.0713 1.8167 2.1796
69 C 0.7559 2.6588 0.4866
70 Te 1.3243 1.5811 -1.2730
71 C 0.7489 3.1350 -2.6109
72 Si -1.0094 3.3946 -3.1966
73 C -1.5855 1.7768 -3.9117
74 C -2.1474 3.9140 -1.8083
75 C -1.0150 4.7150 -4.5402
76 H 2.5556 4.8990 3.2787
77 H 0.9735 4.1382 3.3263
78 H 1.2989 5.4354 2.1579
79 H 4.2890 4.5865 0.6984
80 H 2.9398 4.9360 -0.3674
81 H 3.8574 3.4242 -0.5723
82 H 4.0085 2.0848 2.6980
83 H 3.2935 1.0651 1.4093
84 H 2.4008 1.3552 2.9355
85 H 0.0642 3.4320 0.1618
86 H 0.2050 1.9634 1.1288
87 H 1.4181 2.9867 -3.4586
88 H 1.1425 4.0173 -2.1054
89 H -1.4868 0.9333 -3.1987
90 H -1.0233 1.5405 -4.8029
91 H -2.6443 1.8332 -4.1889
92 H -2.1912 3.1574 -1.0190
93 H -3.1691 4.0573 -2.1722
94 H -1.8546 4.8518 -1.3390
95 H -0.4029 4.4326 -5.3910
96 H -0.6572 5.6912 -4.1666
97 H -2.0307 4.8590 -4.9089

Properties
E (a.u.): -3119.43483
Net charge: +1
F_max (Eh/bohr): 0.015
Energy relative to the best compared isomer or geometry (same formula, charge and spin) (eV): 0.0000

---

Entry 2:
A molecular structure, C42H49BN8S3SbSn. Source: the Open Molecules 2025 dataset; level of theory: wB97M-V/def2-TZVPD.

CARTESIAN COORDINATES (ANGSTROEM)
1 Sn 0.3237 0.3901 0.0349
2 N -2.2176 -0.2906 0.9612
3 C -3.2057 0.5063 0.3429
4 C -4.5247 0.1416 0.2708
5 C -5.4911 0.9907 -0.3062
6 C -5.1372 2.2263 -0.7633
7 C -3.7819 2.6281 -0.7221
8 C -3.3598 3.9041 -1.1614
9 C -2.0375 4.2311 -1.1299
10 C -1.1130 3.2569 -0.7129
11 N -1.4637 2.0607 -0.2911
12 C -2.7971 1.7421 -0.2298
13 H -2.5577 -1.2046 1.2385
14 H -1.8179 0.1852 1.7743
15 H -4.8323 -0.8101 0.6929
16 H -6.5243 0.6696 -0.3464
17 H -5.8764 2.9120 -1.1606
18 H -4.1014 4.6087 -1.5196
19 H -1.6826 5.2033 -1.4447
20 H -0.0510 3.4735 -0.7449
21 C -1.7695 1.8992 -3.8786
22 N -0.3155 1.9600 -3.8317
23 C 0.4662 2.9232 -4.4497
24 C 1.7487 2.5320 -4.3003
25 N 1.7595 1.3386 -3.6053
26 B 3.0020 0.4036 -3.4835
27 N 3.5774 0.3222 -2.0058
28 C 4.6129 -0.5558 -1.7587
29 C 4.9815 -0.4315 -0.4666
30 N 4.1603 0.5299 0.0828
31 C 4.1731 0.9634 1.4732
32 C 3.3108 0.9842 -0.8746
33 S 2.1157 2.2020 -0.5510
34 C 0.4955 1.0077 -3.3135
35 S -0.0261 -0.3835 -2.4255
36 H -2.1640 2.9077 -3.9656
37 H -2.1433 1.4311 -2.9741
38 H -2.0984 1.3063 -4.7319
39 H 0.0403 3.7809 -4.9447
40 H 2.6612 2.9955 -4.6354
41 H 3.8678 0.8585 -4.1917
42 H 2.6759 -0.7161 -3.7849
43 H 4.9941 -1.1989 -2.5365
44 H 5.7486 -0.9305 0.1030
45 H 5.1105 0.6481 1.9238
46 H 3.3402 0.5233 2.0222
47 H 4.0883 2.0449 1.5241
48 C 1.8452 2.1264 4.9114
49 N 0.5124 1.6640 5.2226
50 C 0.1783 1.1481 6.5489
51 C -1.3254 0.8460 6.4396
52 N -1.5907 1.1101 5.0222
53 C -0.5346 1.6743 4.3877
54 S -0.5691 2.2472 2.8078
55 H 2.1282 2.9431 5.5765
56 H 1.8568 2.4807 3.8847
57 H 2.5647 1.3131 5.0273
58 H 0.4005 1.8942 7.3116
59 H 0.7643 0.2537 6.7698
60 H -1.9195 1.4918 7.0840
61 H -1.5512 -0.1883 6.6900
62 H -2.5161 1.2859 4.6756
63 C 4.4856 -2.7121 2.2819
64 C 4.0445 -4.1425 2.0668
65 C 4.8671 -5.1678 2.5424
66 C 4.5018 -6.4983 2.4271
67 C 3.2907 -6.8323 1.8337
68 C 2.4693 -5.8274 1.3491
69 C 2.8365 -4.4821 1.4491
70 Sb 1.4770 -2.9937 0.6660
71 C 0.8154 -4.1295 -1.0293
72 C 1.8201 -4.8349 -1.6974
73 C 1.5781 -5.4499 -2.9169
74 C 0.3188 -5.3547 -3.4897
75 C -0.6802 -4.6444 -2.8401
76 C -0.4550 -4.0189 -1.6132
77 C -1.5775 -3.2320 -0.9775
78 C -0.0492 -3.4324 2.1238
79 C -0.9168 -4.5101 1.9507
80 C -1.9568 -4.7484 2.8409
81 C -2.1341 -3.9023 3.9252
82 C -1.2480 -2.8520 4.1312
83 C -0.1955 -2.6059 3.2501
84 C 0.7874 -1.4999 3.5638
85 H 5.5702 -2.6249 2.1934
86 H 4.2142 -2.3734 3.2861
87 H 4.0244 -2.0371 1.5619
88 H 5.8103 -4.9097 3.0141
89 H 5.1610 -7.2742 2.7987
90 H 2.9909 -7.8696 1.7431
91 H 1.5330 -6.0981 0.8740
92 H 2.8098 -4.9067 -1.2620
93 H 2.3700 -5.9950 -3.4163
94 H 0.1145 -5.8239 -4.4451
95 H -1.6626 -4.5623 -3.2950
96 H -2.4395 -3.1859 -1.6431
97 H -1.2742 -2.2042 -0.7639
98 H -1.9001 -3.6743 -0.0340
99 H -0.7732 -5.1838 1.1107
100 H -2.6222 -5.5898 2.6871
101 H -2.9469 -4.0724 4.6217
102 H -1.3635 -2.2176 5.0051
103 H 0.5781 -1.0691 4.5432
104 H 0.7473 -0.6942 2.8295
105 H 1.8104 -1.8880 3.5813

Properties
E (a.u.): -3741.84514
Net charge: +1
F_max (Eh/bohr): 0.007
Energy relative to the best compared isomer or geometry (same formula, charge and spin) (eV): 0.0000

---

Entry 3:
A molecular structure, C42H49N6O3Re at a distorted geometry. Source: the Open Molecules 2025 dataset; level of theory: wB97M-V/def2-TZVPD.

CARTESIAN COORDINATES (ANGSTROEM)
1 Re 0.5083 -1.4066 -1.5066
2 C 4.0409 1.8416 2.5410
3 O 3.2491 0.6646 2.5953
4 C 3.2283 -0.0568 3.7402
5 C 4.0058 0.2297 4.8612
6 C 3.8905 -0.5211 6.0129
7 C 2.9919 -1.5852 6.0729
8 C 2.2047 -1.8795 4.9791
9 C 2.3173 -1.1436 3.8031
10 N 1.4168 -1.4229 2.7606
11 C 1.6202 -1.3681 1.4244
12 N 2.8854 -1.4181 0.9793
13 C 3.4035 -1.3506 -0.3091
14 C 2.6046 -1.2442 -1.4564
15 C 3.2697 -1.1213 -2.6815
16 C 4.6544 -1.1352 -2.7725
17 C 5.4305 -1.3193 -1.6393
18 C 4.8231 -1.4478 -0.3928
19 O 5.4483 -1.6327 0.7888
20 C 6.6606 -2.3750 0.8740
21 N 0.5595 -1.3294 0.6043
22 C -0.7480 -1.3944 1.1723
23 C -1.4692 -2.5789 0.9279
24 C -2.7220 -2.7908 1.4537
25 C -3.3083 -1.8050 2.2420
26 C -2.6281 -0.6378 2.4889
27 C -1.3466 -0.3924 1.9677
28 O -0.8198 0.7808 2.3687
29 C 0.1652 1.4986 1.6575
30 H 3.8911 2.2437 1.5418
31 H 5.0985 1.6153 2.6898
32 H 3.7180 2.5733 3.2845
33 H 4.6938 1.0577 4.8337
34 H 4.4909 -0.2722 6.8730
35 H 2.9007 -2.1670 6.9744
36 H 1.4878 -2.6830 5.0242
37 H 0.4857 -1.6975 3.0585
38 H 3.6204 -1.5125 1.6801
39 H 2.6910 -1.0101 -3.5930
40 H 5.1297 -1.0176 -3.7345
41 H 6.5048 -1.3236 -1.7302
42 H 7.1063 -2.1124 1.8315
43 H 7.3653 -2.1525 0.0754
44 H 6.4301 -3.4449 0.8661
45 H -0.9916 -3.3496 0.3366
46 H -3.2424 -3.7156 1.2650
47 H -4.2835 -1.9572 2.6753
48 H -3.0644 0.1246 3.1135
49 H 0.2593 2.4394 2.2024
50 H -0.1705 1.7050 0.6385
51 H 1.1360 0.9980 1.6379
52 C -6.5836 -1.0110 -2.8579
53 C -5.8385 -0.3802 -1.6702
54 C -6.2673 -1.0802 -0.3635
55 C -6.2126 1.0995 -1.5803
56 C -4.3567 -0.6148 -1.8390
57 C -3.8579 -1.9098 -2.0167
58 C -2.4973 -2.1193 -2.0760
59 N -1.6070 -1.1325 -1.9884
60 C -2.0531 0.1356 -1.8815
61 C -3.4108 0.4129 -1.7952
62 C -0.9815 1.1509 -1.8466
63 C -1.2031 2.5169 -1.9303
64 C -0.1464 3.4361 -1.8860
65 C 1.1394 2.8851 -1.8675
66 C 1.2933 1.5235 -1.7677
67 N 0.2775 0.6500 -1.7130
68 C -0.3980 4.9165 -1.7555
69 C -1.1944 5.1079 -0.4494
70 C -1.2193 5.4464 -2.9402
71 C 0.9060 5.7139 -1.6569
72 H -7.6419 -0.7760 -2.7816
73 H -6.4807 -2.0921 -2.8725
74 H -6.2135 -0.6137 -3.8014
75 H -7.3492 -1.0260 -0.2683
76 H -5.8168 -0.5882 0.4974
77 H -5.9759 -2.1273 -0.3581
78 H -7.2874 1.1871 -1.4443
79 H -5.9568 1.6289 -2.4945
80 H -5.7371 1.5837 -0.7311
81 H -4.5156 -2.7592 -2.1009
82 H -2.1093 -3.1253 -2.1867
83 H -3.7438 1.4280 -1.6743
84 H -2.2112 2.8872 -2.0155
85 H 2.0202 3.5048 -1.9047
86 H 2.2842 1.0994 -1.6882
87 H -2.1372 4.5698 -0.4675
88 H -1.4124 6.1627 -0.3152
89 H -0.6165 4.7628 0.4051
90 H -2.2178 5.0214 -2.9654
91 H -0.7206 5.2287 -3.8803
92 H -1.3139 6.5251 -2.8463
93 H 1.5078 5.3902 -0.8080
94 H 0.6747 6.7661 -1.5147
95 H 1.4932 5.6272 -2.5688
96 C 0.6899 -5.9762 -1.7679
97 C 0.6574 -4.5669 -1.7110
98 N 0.6375 -3.4150 -1.6106
99 H 1.5761 -6.3356 -1.2381
100 H 0.7391 -6.3161 -2.8050
101 H -0.2017 -6.4020 -1.2981

Properties
⟨S²⟩: 3.79
E (a.u.): -2261.50091
Net charge: +3
F_max (Eh/bohr): 0.067
Spin multiplicity: 4

---

Entry 4:
A molecular structure, C42H50CaGeN8 at a distorted geometry. Source: the Open Molecules 2025 dataset; level of theory: wB97M-V/def2-TZVPD.

CARTESIAN COORDINATES (ANGSTROEM)
1 Ca 0.4704 -1.1472 -0.1196
2 C 0.4436 -0.8628 4.5493
3 C 0.1355 -0.7471 3.1902
4 N 1.0264 -0.8592 2.2303
5 C 2.3112 -1.0469 2.5694
6 C 2.7229 -1.2147 3.9130
7 C 1.7424 -1.1285 4.9134
8 C 4.0949 -1.4334 4.2178
9 C 5.0298 -1.4317 3.2401
10 C 4.6668 -1.1781 1.8883
11 C 5.6243 -1.0772 0.8674
12 C 5.2112 -0.7321 -0.3974
13 C 3.8456 -0.5348 -0.6285
14 N 2.9206 -0.6898 0.2916
15 C 3.3082 -0.9904 1.5398
16 H -0.3278 -0.7521 5.2954
17 H -0.8746 -0.5407 2.8642
18 H 2.0222 -1.2490 5.9500
19 H 4.3637 -1.5845 5.2509
20 H 6.0728 -1.5869 3.4642
21 H 6.6665 -1.2565 1.0907
22 H 5.9264 -0.6175 -1.1971
23 H 3.4865 -0.2353 -1.6045
24 C 2.7306 -2.9444 -2.5174
25 N 2.2207 -2.2119 -3.6419
26 C 2.5723 -2.7317 -4.9460
27 C 1.6744 -1.9312 -5.8773
28 N 0.6512 -1.3986 -4.9903
29 C -0.2137 -0.4020 -5.5838
30 C 1.0143 -1.5488 -3.6643
31 N 0.4460 -1.1733 -2.5700
32 C -0.6872 -0.2841 -2.5139
33 C -1.9588 -0.7933 -1.8164
34 N -1.8442 -1.1168 -0.4130
35 C -2.8873 -1.2917 0.3254
36 N -4.2237 -1.1771 0.0652
37 C -5.0039 -0.7540 -1.0715
38 C -5.0367 -1.4569 1.2353
39 C -4.0141 -1.6153 2.3518
40 N -2.7246 -1.6465 1.6686
41 C -1.9007 -2.7951 1.9909
42 H 3.8210 -2.9056 -2.5397
43 H 2.4137 -3.9934 -2.5549
44 H 2.3649 -2.4875 -1.6042
45 H 2.3737 -3.8109 -5.0042
46 H 3.6359 -2.5736 -5.1426
47 H 1.2220 -2.5463 -6.6599
48 H 2.2234 -1.1129 -6.3603
49 H -0.0096 -0.3711 -6.6535
50 H -0.0232 0.5974 -5.1830
51 H -1.2691 -0.6591 -5.4575
52 H -1.0328 0.0341 -3.4961
53 H -0.3669 0.6126 -1.9767
54 H -2.3254 -1.6705 -2.3689
55 H -2.6602 0.0393 -1.9506
56 H -4.4191 -0.6355 -1.9733
57 H -5.4955 0.1975 -0.8437
58 H -5.7799 -1.5032 -1.2641
59 H -5.6318 -2.3645 1.0681
60 H -5.7187 -0.6253 1.4290
61 H -4.1748 -2.5243 2.9324
62 H -4.0364 -0.7584 3.0318
63 H -1.7683 -2.8481 3.0707
64 H -0.9297 -2.6751 1.5195
65 H -2.3563 -3.7335 1.6490
66 C 1.9115 2.5752 -1.4725
67 Ge 0.6829 1.8602 -0.0241
68 C 1.2305 3.0173 1.5504
69 C 1.0874 4.3944 1.4514
70 C 1.4430 5.2236 2.5008
71 C 1.9374 4.6841 3.6767
72 C 2.0896 3.3132 3.7886
73 C 1.7421 2.4952 2.7275
74 C -1.1082 2.6602 -0.5654
75 C -1.2675 3.2782 -1.7821
76 C -2.5065 3.7901 -2.1974
77 C -3.6115 3.6447 -1.4075
78 C -3.5071 3.0028 -0.1559
79 C -4.6265 2.8411 0.6860
80 C -4.5034 2.2591 1.9157
81 C -3.2500 1.8099 2.3542
82 C -2.1530 1.9249 1.5491
83 C -2.2417 2.5183 0.2752
84 H 1.7956 3.6523 -1.5582
85 H 1.6997 2.1213 -2.4385
86 H 2.9448 2.3676 -1.2080
87 H 0.6959 4.8238 0.5390
88 H 1.3314 6.2946 2.4007
89 H 2.1976 5.3253 4.5056
90 H 2.4773 2.8833 4.7032
91 H 1.8809 1.4281 2.8172
92 H -0.4218 3.4003 -2.4466
93 H -2.5745 4.2951 -3.1513
94 H -4.5714 4.0286 -1.7242
95 H -5.5863 3.2071 0.3531
96 H -5.3616 2.1618 2.5632
97 H -3.1487 1.3898 3.3436
98 H -1.1839 1.5838 1.8899
99 C 0.6524 -3.6667 -0.0904
100 H -0.0956 -4.2323 0.4556
101 H 1.6400 -3.9819 0.2448
102 H 0.5188 -3.8851 -1.1438

Properties
⟨S²⟩: 0.75
E (a.u.): -4822.86102
Net charge: +1
F_max (Eh/bohr): 0.060
Spin multiplicity: 2

---

Look up the E of the third one.
-2261.50091 a.u.